Here is C39H34MnN6P2S2Se as an isolated structure from OMol25. Energies are from ωB97M-V/def2-TZVPD.

CARTESIAN COORDINATES (ANGSTROEM)
Se: -5.806 -4.015 2.112
Mn: -0.023 0.254 -0.716
S: 0.775 -1.216 2.627
S: 0.905 2.198 -3.836
P: 0.881 -2.512 1.144
P: 0.669 0.352 -3.037
N: -1.000 -1.476 -0.861
N: 1.658 0.978 0.200
N: -5.229 -2.379 2.528
N: -1.581 0.330 0.868
N: -4.565 -4.264 0.857
N: -0.395 2.323 -0.965
C: -2.511 -1.436 -4.952
C: 2.428 -1.814 -3.714
C: -1.690 -0.873 -3.981
C: -4.210 -2.128 1.752
C: -1.112 -3.914 2.446
C: 0.020 -4.047 1.639
C: -1.839 -5.031 2.823
C: -0.295 -6.437 1.641
C: -2.087 -1.797 -0.039
C: 0.399 -1.842 -0.435
C: 2.885 -3.725 -0.388
C: -0.728 -1.261 -6.549
C: -2.112 -4.079 -0.848
C: 2.583 -3.021 0.777
C: -0.296 -2.551 -1.563
C: -3.657 0.120 2.740
C: -0.963 -3.877 -1.497
C: -3.834 -3.181 0.820
C: 4.186 -4.128 -0.640
C: 2.284 -0.512 -3.239
C: -2.405 -0.741 0.887
C: 4.809 -1.727 -3.357
C: 4.679 -0.429 -2.882
C: -2.826 1.220 2.712
C: 3.431 0.174 -2.838
C: 1.500 2.384 0.589
C: 0.434 -5.319 1.257
C: -1.809 1.278 1.767
C: 3.602 -2.697 1.666
C: -3.446 -0.892 1.810
C: -2.028 -1.640 -6.234
C: 3.681 -2.411 -3.782
C: 0.083 -0.689 -5.583
C: 0.797 3.096 -0.545
C: -0.383 -0.507 -4.281
C: 5.198 -3.810 0.255
C: 4.907 -3.090 1.403
C: -2.695 -3.008 -0.054
C: -1.438 -6.295 2.412
H: 1.449 3.119 -1.419
H: -1.231 2.664 -0.502
H: 0.555 4.130 -0.286
H: 3.359 -2.140 2.562
H: 1.566 -2.362 -4.074
H: -0.514 -4.681 -2.069
H: -2.073 -0.706 -2.981
H: -2.602 -5.044 -0.846
H: -1.397 -2.929 2.797
H: 1.779 0.379 1.018
H: -1.138 2.127 1.750
H: 0.900 2.394 1.501
H: -2.664 -2.082 -6.992
H: 2.447 2.876 0.825
H: 4.414 -4.676 -1.545
H: 0.041 -7.422 1.341
H: 2.107 -3.954 -1.107
H: -2.718 -4.917 3.448
H: 1.084 -0.361 -5.840
H: -4.452 0.024 3.467
H: 5.557 0.124 -2.569
H: 3.772 -3.416 -4.177
H: -2.944 2.030 3.418
H: 1.329 -5.450 0.664
H: 2.450 0.830 -0.419
H: 3.342 1.215 -2.545
H: -0.503 2.495 -1.972
H: 6.216 -4.118 0.051
H: -0.351 -1.400 -7.555
H: 0.023 -2.282 -2.564
H: 5.784 -2.196 -3.406
H: -3.529 -1.712 -4.702
H: 5.695 -2.833 2.099
H: -2.006 -7.168 2.707

For the total energy, the calculation gives -186850.6916 eV. Its spin multiplicity is 2. Its gap between HOMO and LUMO (alpha / beta) is 5.85 / 5.88 eV. For the HOMO energy (alpha / beta), the calculation gives -6.978 / -7.006 eV. The lowest unoccupied orbital energy (alpha / beta) comes out at -1.124 / -1.129 eV.